Record 1
Below is C5H7NO in the gas phase, with properties calculated with the ωB97M-V functional and the def2-TZVPD basis.

Properties
- charge = 0
- SMILES string = O=C1CN2CC1C2
- energy above the lowest of the compared OMol25 structures with the same formula, charge and spin (eV) = 2.219
- energy (eV) = -8833.98415

CARTESIAN COORDINATES (ANGSTROEM)
O: 2.4036 0.4902 0.0147
C: 1.2087 0.4735 -0.0957
C: 0.3310 0.1373 -1.3322
N: -0.8508 -0.4389 -0.6438
C: -0.1234 -1.1349 0.4885
C: 0.1715 0.2920 1.0153
C: -1.1617 0.6521 0.3430
H: 0.7658 -0.6191 -1.9915
H: 0.0773 1.0268 -1.9189
H: 0.7803 -1.6586 0.1682
H: -0.7366 -1.8180 1.0771
H: 0.4682 0.5267 2.0339
H: -2.0576 0.4183 0.9306
H: -1.2764 1.6527 -0.0891

Cartesian forces, eV/Å:
-0.14 0.54 -0.15
-0.18 -0.26 0.04
0.13 0.08 -0.17
-0.07 0.02 -0.11
0.01 -0.46 0.02
0.26 0.01 0.23
-0.04 0.24 0.05
0.18 0.23 0.15
-0.05 -0.17 0.09
-0.25 -0.36 -0.02
-0.24 0.40 0.03
0.04 0.01 -0.08
0.31 -0.12 -0.08
0.04 -0.17 0.00

Record 2
Below is a 14-piece molecular cluster, C64H165N9O23 overall, with properties calculated with the ωB97M-V functional and the def2-TZVPD basis.

Properties
- charge = 0
- energy (eV) = -129532.53805

CARTESIAN COORDINATES (ANGSTROEM)
C: -1.2917 2.1340 -8.8776
O: -0.0885 1.4861 -9.1584
C: -0.0722 0.0892 -9.2353
C: 1.3411 -0.3353 -9.1318
N: 1.9896 0.3349 -8.0345
C: 1.3849 0.0974 -6.7470
C: 1.9800 0.7871 -5.6263
O: 1.6722 2.1840 -5.6611
C: 2.4386 3.0361 -4.8730
H: -1.0342 3.1309 -8.4771
H: -1.8759 1.5149 -8.1693
H: -1.9674 2.2391 -9.7669
H: -0.5719 -0.3322 -10.1545
H: -0.6309 -0.3057 -8.3986
H: 1.9253 -0.0902 -10.0693
H: 1.3437 -1.4162 -8.9778
H: 2.1419 1.3086 -8.0866
H: 1.4492 -1.0053 -6.5133
H: 0.3240 0.3807 -6.7384
H: 3.0657 0.6913 -5.6260
H: 1.5778 0.3456 -4.6935
H: 1.9554 4.0324 -4.8742
H: 3.4558 3.1425 -5.2122
H: 2.5308 2.6491 -3.8389
C: -1.1814 -8.8877 4.6099
O: 0.0034 -8.1233 4.2664
C: 0.3467 -7.0697 5.1099
C: 1.6352 -6.5524 4.4908
N: 2.2341 -5.4972 5.3318
C: 3.4141 -5.8720 6.0673
C: 4.1457 -4.8000 6.8053
O: 4.4282 -3.7173 5.9364
C: 5.5853 -3.0097 6.1778
H: -2.1292 -8.3175 4.4615
H: -1.1349 -9.2708 5.6226
H: -1.2277 -9.6904 3.8553
H: 0.5084 -7.4668 6.1077
H: -0.3748 -6.2418 5.1473
H: 1.4305 -6.2028 3.4740
H: 2.3645 -7.3976 4.4219
H: 2.3553 -4.7038 4.7346
H: 4.0936 -6.3466 5.3091
H: 3.1395 -6.6317 6.7639
H: 5.0853 -5.2955 7.1936
H: 3.4908 -4.5417 7.6542
H: 5.6690 -2.1601 5.5254
H: 6.4208 -3.7086 6.0258
H: 5.7029 -2.6564 7.2013
C: -2.7304 6.0948 -8.9121
O: -3.4392 5.3077 -8.0387
C: -4.2934 4.3893 -8.6199
C: -5.0839 3.6931 -7.5173
N: -4.1654 2.8689 -6.7665
C: -4.7779 2.1947 -5.6487
C: -3.7702 1.4042 -4.9087
O: -2.7461 2.2724 -4.4737
C: -1.4890 1.6085 -4.2738
H: -1.7976 5.5876 -9.2157
H: -2.5524 7.0209 -8.4013
H: -3.2587 6.2569 -9.8757
H: -3.7004 3.6167 -9.1775
H: -4.8997 4.9039 -9.4085
H: -5.8488 3.0346 -7.9221
H: -5.5651 4.4550 -6.8938
H: -3.4122 3.4621 -6.3801
H: -5.6303 1.5725 -5.9793
H: -5.1586 2.8925 -4.8996
H: -3.3767 0.5730 -5.5131
H: -4.2328 1.0046 -4.0005
H: -1.2042 0.8509 -5.0168
H: -1.4867 1.1489 -3.2822
H: -0.7130 2.3825 -4.2706
C: 4.5762 4.4552 1.8345
O: 5.4405 3.6443 2.6713
C: 6.1516 2.6688 1.8985
C: 7.2663 2.1755 2.7802
N: 6.6982 1.6585 3.9933
C: 7.7737 1.2906 4.9435
C: 7.2673 0.6695 6.1914
O: 6.6106 1.6497 6.9452
C: 6.2559 1.2916 8.2741
H: 3.9251 4.9750 2.5654
H: 3.9131 3.7973 1.2492
H: 5.1169 5.1102 1.1407
H: 6.5037 3.1671 1.0193
H: 5.5324 1.8026 1.6176
H: 8.0218 3.0135 2.9354
H: 7.8340 1.3157 2.3746
H: 6.2009 2.3883 4.4583
H: 8.3327 2.1441 5.3482
H: 8.4520 0.6562 4.4025
H: 8.0312 0.2079 6.8129
H: 6.4987 -0.1007 5.9671
H: 6.4598 2.1174 8.9481
H: 6.7972 0.3997 8.5762
H: 5.1739 1.0271 8.3498
C: -7.9264 -4.9315 -1.8053
O: -7.9117 -4.1506 -0.6831
C: -6.6919 -3.5117 -0.3833
C: -6.7812 -2.8888 0.9498
N: -5.6085 -2.2419 1.3237
C: -5.7057 -1.4625 2.5703
C: -4.4501 -0.8173 2.9842
O: -3.4803 -1.7604 3.2558
C: -2.1987 -1.2147 3.1142
H: -7.7106 -4.3090 -2.7144
H: -8.9525 -5.4077 -1.8916
H: -7.1611 -5.7687 -1.8720
H: -6.4111 -2.7771 -1.1567
H: -5.9225 -4.3125 -0.3611
H: -7.0300 -3.7287 1.6189
H: -7.6491 -2.2223 0.9712
H: -4.7883 -2.8546 1.4060
H: -6.0573 -2.1769 3.3289
H: -6.5055 -0.6741 2.4268
H: -4.6547 -0.1550 3.8557
H: -4.0919 -0.1227 2.2018
H: -2.1125 -0.7950 2.1107
H: -1.5639 -2.0724 3.2908
H: -2.1054 -0.4060 3.8371
C: 3.6704 -0.7686 3.0526
O: 3.4368 -0.5462 1.6711
C: 2.5825 0.5929 1.3716
C: 2.8383 0.9537 -0.0963
N: 1.8589 1.9598 -0.5065
C: 0.6264 1.4301 -1.2112
C: -0.1595 0.4864 -0.3295
O: -0.6129 1.1104 0.8494
C: -1.7518 1.9745 0.7677
H: 2.7552 -0.7782 3.6745
H: 4.3944 -0.0225 3.3930
H: 4.0128 -1.8135 3.1557
H: 2.8164 1.4925 1.9620
H: 1.5865 0.3753 1.6411
H: 2.7964 0.0693 -0.7476
H: 3.8195 1.4180 -0.1462
H: 2.3576 2.6379 -1.0644
H: 0.8161 0.8476 -2.1348
H: 0.0764 2.3348 -1.4328
H: 0.4396 -0.3911 -0.0603
H: -0.9692 0.1585 -0.9971
H: -1.8965 2.3218 1.8082
H: -2.6690 1.5620 0.4029
H: -1.6353 2.9149 0.2496
C: -2.5684 -4.0660 -0.6258
O: -2.9691 -2.7647 -0.4415
C: -2.9773 -2.0552 -1.7387
C: -3.5405 -0.6624 -1.5591
N: -4.9704 -0.7472 -1.2438
C: -5.4957 0.6103 -0.8948
C: -7.0191 0.5963 -0.7398
O: -7.5931 0.4260 -2.0192
C: -8.9468 0.2183 -2.0390
H: -1.8060 -4.1629 -1.3974
H: -3.4764 -4.5720 -1.0383
H: -2.2383 -4.4996 0.3230
H: -3.5637 -2.6684 -2.4737
H: -1.9565 -2.0217 -2.1184
H: -3.3343 -0.1138 -2.5109
H: -3.0068 -0.0794 -0.7981
H: -5.0619 -1.3818 -0.4556
H: -5.2654 1.2982 -1.7547
H: -5.0815 0.9954 0.0353
H: -7.3016 1.5050 -0.2241
H: -7.3676 -0.2474 -0.0814
H: -9.2386 0.0097 -3.0955
H: -9.4834 1.1213 -1.6623
H: -9.2512 -0.6795 -1.4272
C: -8.9708 -0.1049 3.5519
O: -8.2169 1.0328 3.7858
C: -7.5221 1.0764 4.9961
C: -6.7447 2.3564 5.0346
N: -5.8386 2.5357 3.9077
C: -5.0900 3.7452 3.9809
C: -4.2639 3.9488 2.7400
O: -3.4764 5.1255 2.9160
C: -2.9982 5.7901 1.7296
H: -9.6190 -0.1936 4.4195
H: -8.3304 -0.9679 3.3936
H: -9.6196 0.1010 2.7114
H: -6.9365 0.1409 5.1573
H: -8.3235 1.0897 5.7946
H: -6.1518 2.2972 5.9340
H: -7.5041 3.1817 5.0561
H: -6.4390 2.5499 3.0942
H: -4.3885 3.6485 4.8459
H: -5.8011 4.6105 4.0843
H: -4.9395 4.0533 1.8679
H: -3.6526 3.0619 2.6757
H: -2.5423 6.7209 2.0535
H: -3.8184 6.1131 1.0203
H: -2.2782 5.2124 1.1681
C: 6.3600 0.1262 -5.1333
O: 5.1919 -0.0875 -4.3671
C: 4.9910 -1.4296 -3.9783
C: 3.5858 -1.6189 -3.4427
N: 3.5140 -2.8358 -2.6432
C: 2.1879 -3.4959 -2.6570
C: 0.9717 -2.7289 -2.0636
O: 0.5178 -1.7392 -3.0264
C: -0.0280 -2.1834 -4.2723
H: 6.3072 -0.3451 -6.1120
H: 7.2462 -0.3032 -4.6067
H: 6.4946 1.1806 -5.1801
H: 5.6857 -1.7437 -3.1675
H: 5.1470 -2.1122 -4.8249
H: 2.8113 -1.5090 -4.2243
H: 3.3823 -0.7681 -2.7660
H: 3.8759 -2.6383 -1.7035
H: 2.3221 -4.4054 -2.1190
H: 1.9011 -3.6341 -3.7153
H: 1.2515 -2.1514 -1.2088
H: 0.2248 -3.4955 -1.8421
H: -0.5468 -1.2850 -4.6781
H: -0.7332 -2.9944 -4.1336
H: 0.7109 -2.5140 -4.9945
C: -0.2552 4.1905 3.8333
C: 0.6976 3.4160 2.9068
O: 0.5817 3.9030 1.5786
H: -1.2984 4.0934 3.5554
H: -0.0156 5.2744 3.7542
H: -0.1370 3.9061 4.8711
H: 0.5289 2.3271 2.9330
H: 1.7209 3.6154 3.2860
H: 0.8947 3.1959 0.9989
C: 5.3109 2.7200 -2.3908
C: 4.6944 4.1319 -2.5653
O: 3.6120 4.4405 -1.7629
H: 4.5264 1.9991 -2.6571
H: 5.5940 2.5571 -1.3473
H: 6.1540 2.6572 -3.0694
H: 4.4040 4.2858 -3.5955
H: 5.4786 4.8421 -2.3152
H: 3.1293 5.1163 -2.2615
C: 1.3672 -3.2263 1.8939
C: 2.7555 -3.8084 1.6679
O: 3.4617 -3.9436 2.8619
H: 0.7133 -3.2092 1.0035
H: 1.4801 -2.2231 2.2939
H: 0.8315 -3.7135 2.7085
H: 3.2725 -3.1590 0.9803
H: 2.6028 -4.8224 1.2856
H: 4.2606 -4.4187 2.7016
C: 2.8110 0.3885 6.3129
C: 2.8505 1.7559 5.6433
O: 1.9462 2.6549 6.2742
H: 3.1752 0.5016 7.3420
H: 3.3622 -0.4301 5.8091
H: 1.8045 0.0046 6.4180
H: 2.4508 1.6452 4.6150
H: 3.8766 2.0677 5.5614
H: 1.7474 3.3696 5.6577
C: 6.8119 -1.3298 1.5860
C: 6.2705 -2.3347 0.5769
O: 5.0967 -1.9214 -0.0768
H: 6.0396 -0.9775 2.2542
H: 7.3640 -0.5656 1.0794
H: 7.5676 -1.8390 2.2055
H: 6.1066 -3.2788 1.1182
H: 7.0888 -2.5141 -0.1326
H: 4.6016 -1.4344 0.6241

Cartesian forces, eV/Å:
-0.96 -0.43 -0.13
0.61 0.45 -0.71
-1.68 0.09 -1.11
1.33 0.74 -0.90
1.05 -1.40 1.42
-1.13 -1.96 -1.11
1.30 1.38 1.94
-0.77 -0.14 -0.90
-0.27 -0.11 0.97
-0.35 -0.52 -0.06
0.13 0.60 0.15
0.66 0.03 0.36
0.40 0.54 0.52
-0.40 -0.29 0.43
-0.72 -0.37 0.90
0.33 -0.07 0.00
-0.11 1.05 -0.96
-0.16 0.88 -0.29
-0.23 -0.17 0.03
0.22 -0.25 0.13
0.20 0.22 -0.09
0.19 -0.54 0.06
0.58 0.00 -0.54
-0.27 0.25 -0.12
0.25 0.83 -1.35
-1.83 -1.26 -0.36
0.53 0.09 -0.42
1.13 -0.13 1.31
-1.47 0.36 -0.21
0.54 -0.75 -2.46
0.38 -0.34 0.38
-1.46 -0.31 -0.04
1.28 -0.85 0.72
0.69 0.01 0.31
0.07 -0.15 0.22
0.17 0.10 0.58
0.12 0.21 0.49
-0.20 -0.25 -0.01
0.05 0.09 0.16
-0.56 0.35 -0.17
0.66 0.53 0.07
0.16 0.11 0.69
-0.11 -0.69 0.68
-0.71 0.72 -0.23
0.46 0.61 -0.05
-0.14 0.21 -0.50
0.35 0.36 -0.17
-0.33 0.18 0.34
0.60 -0.36 -1.47
-0.46 -0.01 1.40
-0.34 -0.98 -1.45
0.44 0.29 -0.34
0.77 0.29 0.30
-0.67 0.37 -0.08
0.20 -0.98 0.79
1.23 -0.37 -0.70
-0.11 0.83 0.62
0.06 0.32 0.22
0.39 0.57 -0.05
-0.10 0.21 0.53
-0.38 0.34 0.38
-0.08 -0.33 0.70
-0.17 0.09 -0.26
-0.18 0.11 0.02
-0.49 -0.45 -0.41
0.44 0.12 0.10
-0.46 0.39 0.01
0.08 0.18 0.04
-0.23 -0.41 -0.20
-0.47 0.25 -0.14
0.05 -0.26 0.03
-0.16 -0.16 -0.10
-0.54 -1.05 1.16
-0.33 0.16 -1.09
-0.29 0.05 0.78
1.31 0.28 -0.15
0.88 -0.42 1.45
-0.25 0.60 -0.26
-1.72 -1.47 0.41
-0.18 1.18 0.63
-0.84 -0.53 -0.59
0.50 0.16 -0.70
0.15 0.16 -0.02
0.04 0.01 0.34
0.50 0.10 -0.82
-0.29 0.27 0.02
-0.75 -0.70 -0.01
-0.29 0.58 -0.47
-0.76 0.57 0.12
0.20 0.37 -0.63
0.45 -0.52 -0.01
0.51 -0.10 -0.15
0.49 -0.06 -0.14
0.10 0.09 -0.02
0.31 -0.08 0.25
0.60 0.28 -0.16
-0.20 -1.07 -2.15
-0.41 0.44 1.33
0.73 -0.98 -1.64
-1.78 -1.33 0.85
2.46 1.69 0.62
-2.11 -0.57 -0.91
-0.05 1.62 0.23
-0.30 -0.86 -0.03
-0.52 -0.19 0.03
-0.39 -0.41 0.42
1.22 0.65 0.03
-0.58 0.76 0.63
-0.17 -0.23 0.03
0.11 0.41 -0.06
-0.29 0.09 0.35
0.13 0.21 0.03
-0.53 0.18 -0.22
-0.05 0.36 0.49
0.87 -0.73 0.19
0.13 -0.32 -0.20
-0.15 -0.18 -0.11
0.48 -0.08 -0.14
0.75 0.32 0.01
0.61 0.08 0.22
-0.19 -0.60 0.24
-0.78 0.72 -0.03
2.10 -0.12 -0.32
-1.07 0.05 0.52
-0.67 -0.61 -0.47
1.88 0.26 0.70
-0.36 0.69 -0.84
-0.74 0.01 0.08
0.72 0.63 1.56
0.11 0.51 -0.43
-0.07 -0.13 0.43
0.32 0.61 -0.05
0.48 -0.27 0.15
-1.38 -0.55 -0.06
0.21 -0.06 0.14
0.22 -0.24 -0.14
-0.33 0.30 -0.29
0.32 0.40 0.10
-0.52 0.00 -0.29
-0.18 0.18 0.12
-0.16 -0.27 0.48
-0.07 -0.44 -0.42
-0.43 -0.95 -0.21
0.76 0.20 -0.67
-1.21 -1.17 -0.63
0.27 2.42 -0.99
-0.20 -0.83 0.94
-0.41 -0.17 -0.52
0.38 1.55 -0.60
-0.51 -1.15 -1.07
0.36 -1.36 0.10
1.39 0.41 0.05
-1.57 -0.44 0.01
0.42 -0.05 0.08
0.70 -0.56 0.38
-0.11 0.01 -0.20
0.11 0.60 0.58
0.28 0.08 0.09
-0.49 -0.36 0.51
0.22 -0.40 0.13
-0.12 0.29 0.38
-0.04 -0.49 0.87
0.35 0.20 0.19
-0.49 0.61 -0.13
0.45 0.49 -0.37
0.13 0.28 0.79
0.00 -0.56 -0.22
0.22 0.72 -0.35
-0.47 0.32 0.65
0.84 1.13 -1.27
-1.27 -0.98 0.62
-0.19 0.36 -0.18
-0.71 -1.41 -0.18
-0.15 1.13 0.84
-0.14 0.76 -0.15
-0.03 0.23 -0.73
-1.34 0.25 0.02
-0.31 -0.81 0.24
-0.20 -0.38 0.04
0.07 -0.15 -0.41
0.05 0.60 -0.21
0.92 0.05 -0.21
0.12 0.52 0.53
0.61 -0.32 0.38
0.08 -0.09 -0.33
-0.62 0.51 -0.45
0.83 -0.22 0.35
0.39 -0.13 0.11
0.42 -0.33 -0.59
0.20 -0.09 0.21
0.44 -0.63 0.77
0.31 -0.38 -0.04
0.42 -1.23 1.17
-0.18 0.00 -0.07
0.20 -0.57 0.12
-0.18 1.19 0.86
-0.92 -0.35 -0.57
0.44 1.74 0.00
0.90 -0.24 -2.23
-0.26 -0.27 0.37
-0.22 0.97 0.65
-0.14 0.08 -0.27
-0.40 0.22 -0.27
0.10 0.84 -0.37
-0.09 0.32 -0.40
0.09 0.05 -0.02
0.42 -0.62 0.25
0.06 0.19 -0.36
-0.29 -0.24 -0.36
-0.16 -1.02 0.15
0.42 -0.59 0.47
0.03 0.22 0.74
-0.43 0.32 0.09
0.27 -0.76 0.15
-0.36 -0.22 0.10
0.35 0.00 -0.07
0.52 0.65 -0.77
0.01 0.44 0.56
-0.18 0.02 0.39
-0.18 -0.17 -0.08
-0.11 -0.61 0.04
0.00 -0.21 0.24
-0.10 0.26 0.08
-0.10 -0.26 -0.19
0.25 -0.14 -0.38
-1.83 0.90 0.19
2.13 -0.39 -0.40
-1.61 -0.05 0.63
0.49 -0.20 -0.02
0.19 0.00 -0.17
0.15 -0.26 0.05
0.23 -0.10 -0.50
0.41 0.29 -0.27
-0.12 -0.23 0.61
-0.06 0.43 0.81
-1.45 -0.81 -0.78
-0.55 0.78 1.34
0.54 -0.04 0.29
-0.05 0.46 -0.34
-0.03 -0.57 -0.12
0.34 -0.04 -0.53
0.21 0.08 -0.64
0.83 -0.50 -0.14
0.05 -0.09 0.71
-1.33 -1.20 -1.53
0.42 0.11 0.54
0.14 -0.20 -0.17
0.10 0.81 0.14
-0.46 0.15 -0.12
0.54 -0.16 0.12
0.48 0.69 0.23
0.15 -0.14 0.12
0.46 -1.09 0.17
0.91 -0.44 0.53
-0.08 0.51 0.50
-0.05 0.44 0.06
-0.11 0.91 -0.22
-0.24 0.02 -0.06
-0.14 -0.08 -0.18
-0.49 -0.12 -0.25
-0.19 -0.04 -0.76

Record 3
Below is an isolated ion of composition C5H9N3 and charge +2, with properties calculated with the ωB97M-V functional and the def2-TZVPD basis.

Properties
- charge = +2
- SMILES string = CC(=C/C#[NH+])/N=C/[NH3+]
- energy above the lowest of the compared OMol25 structures with the same formula, charge and spin (eV) = 1.543
- energy (eV) = -9780.93032

CARTESIAN COORDINATES (ANGSTROEM)
C: 0.0681 -2.3742 0.0913
C: -0.3187 -0.9460 -0.0064
C: -1.6827 -0.5434 0.0497
C: -2.2274 0.6864 -0.2235
N: -2.8404 1.5856 -0.4538
N: 0.7056 -0.0569 0.1608
C: 1.1350 0.9523 -0.3535
N: 2.2379 1.5581 0.3523
H: 0.5318 -2.8085 -0.7100
H: -0.8780 -2.9603 0.1751
H: 0.8154 -2.6073 0.9496
H: -2.4252 -1.4453 0.1781
H: -3.3565 2.4704 -0.5882
H: 0.6668 1.4111 -1.1672
H: 2.1570 2.5692 0.4399
H: 3.1759 1.3147 -0.2103
H: 2.2353 1.1940 1.3162

Cartesian forces, eV/Å:
-1.25 -0.49 3.24
-2.10 0.91 0.51
1.64 -3.97 -0.08
1.88 -3.56 1.14
-2.77 5.07 -1.08
-0.55 -2.08 1.43
-0.62 0.24 0.01
2.71 0.06 -1.13
1.35 -0.50 -2.67
0.84 0.27 0.35
-1.56 0.70 -1.09
1.23 2.18 -0.33
0.39 -0.92 0.08
0.14 1.19 -1.66
0.17 0.47 -0.29
-1.99 0.74 1.79
0.49 -0.31 -0.22

Record 4
Below is a 2-piece molecular cluster, CH5OP overall, with properties calculated with the ωB97M-V functional and the def2-TZVPD basis.

Properties
- charge = 0
- multiplicity = 3
- energy above the lowest of the compared OMol25 structures with the same formula, charge and spin (eV) = 0.851
- energy (eV) = -12449.49140
- ⟨S²⟩ = 2.0053

CARTESIAN COORDINATES (ANGSTROEM)
C: 0.8483 -0.7669 -0.5153
O: -1.5964 0.9744 0.0780
P: 1.4312 0.6887 0.0764
H: 1.1822 -1.2365 -1.3642
H: 0.3160 -1.4422 0.1637
H: -0.7766 0.5343 -0.2661
H: 0.6918 0.9041 1.2768
H: -2.0965 0.3441 0.5507

Cartesian forces, eV/Å:
-3.25 -3.45 0.83
1.38 1.04 -1.30
3.09 4.23 2.09
0.60 -0.64 -2.13
0.61 -0.08 -0.03
-1.52 0.27 0.44
-0.23 -0.10 -0.60
-0.69 -1.27 0.70

Number 1: largest force on an atom 0.011 hartree/bohr. Number 2: largest force on an atom 0.059 hartree/bohr. Number 3: largest force on an atom 0.114 hartree/bohr. Number 4: largest force on an atom 0.110 hartree/bohr.